11
Properties=species:S:1:pos:R:3 method="wB97M-V/def2-TZVPD" spin_multiplicity=3 s2=2.012 lumo_energy_ev="0.90 / -3.75" mol_weight_g_mol=121.523 de_lowest_kcal_mol=69.0 energy_ev=-21275.3275
Cl -2.485 -1.078 0.218
O 2.075 0.348 -0.584
O 1.931 -1.566 0.366
N 1.513 -0.454 0.118
C 0.146 -0.055 0.602
C -0.547 1.048 -0.128
C -0.960 -0.359 -0.459
H -0.609 -0.799 -1.369
H -1.319 1.673 0.263
H 0.118 -0.306 1.670
H 0.137 1.547 -0.697

12
Properties=species:S:1:pos:R:3 method="wB97M-V/def2-TZVPD" smiles="O=C(CCl)C(=O)NO" lumo_energy_ev=-0.57 mol_weight_g_mol=137.522 de_lowest_kcal_mol=0.0 energy_ev=-23329.3031
Cl -1.127 1.393 1.719
O -1.568 -0.767 -0.983
O 1.607 -0.373 0.419
O 2.296 -0.323 -2.145
N 0.982 -0.288 -1.736
C -0.761 -0.515 -0.110
C -1.121 -0.354 1.351
C 0.722 -0.390 -0.434
H 0.314 -0.516 -2.458
H -2.140 -0.728 1.512
H -0.407 -0.837 1.999
H 2.798 -0.322 -1.296

10
Properties=species:S:1:pos:R:3 method="wB97M-V/def2-TZVPD" lumo_energy_ev=0.79 mol_weight_g_mol=121.592 de_lowest_kcal_mol=13.7 energy_ev=-28022.5101
Cl -2.656 1.150 0.355
S -0.119 -1.927 -0.249
N -1.465 -1.047 -0.093
C 0.186 0.754 -0.053
C 1.096 -0.508 -0.032
C -1.220 0.223 0.101
H 0.520 1.261 0.774
H 1.925 -0.685 -0.721
H 1.432 -0.512 0.993
H 0.301 1.291 -1.076

10
Properties=species:S:1:pos:R:3 method="wB97M-V/def2-TZVPD" lumo_energy_ev="-3.64 / -3.64" mol_weight_g_mol=121.592 de_lowest_kcal_mol=63.5 energy_ev=-28020.3504
Cl -0.085 2.604 0.790
S -0.302 -1.231 -0.408
N 3.119 -1.571 0.616
C 2.080 -1.089 0.439
C 0.885 -0.440 0.356
C -1.472 0.101 -0.634
H -1.520 0.376 0.395
H 0.803 0.661 0.483
H -2.414 -0.394 -0.883
H -1.095 0.983 -1.154

11
Properties=species:S:1:pos:R:3 method="wB97M-V/def2-TZVPD" spin_multiplicity=5 s2=6.010 lumo_energy_ev="4.14 / 3.60" mol_weight_g_mol=146.995 total_charge=-1 de_lowest_kcal_mol=14.7 energy_ev=-46943.0185
Co -1.893 -0.229 1.320
O -1.075 2.541 1.022
O -0.300 -1.417 1.028
O 0.060 1.317 -0.397
C -1.083 1.515 0.339
C 0.312 -0.005 -0.880
C 0.721 -1.011 0.195
H -0.586 -0.381 -1.402
H 1.570 -0.559 0.756
H 1.152 -1.871 -0.367
H 1.123 0.101 -1.615

11
Properties=species:S:1:pos:R:3 method="wB97M-V/def2-TZVPD" spin_multiplicity=6 s2=8.761 lumo_energy_ev="-12.32 / -13.58" mol_weight_g_mol=146.995 total_charge=+2 de_lowest_kcal_mol=89.1 energy_ev=-46913.9671
Co -0.398 2.492 0.529
O 1.925 0.988 0.047
O -2.207 0.997 -0.203
O -0.263 0.373 0.025
C -1.461 -0.063 -0.371
C 0.841 -1.217 0.136
C 1.310 0.070 -0.414
H 0.803 -1.306 1.229
H -3.147 0.773 -0.145
H 0.473 -1.858 -0.672
H 2.125 -1.249 -0.161

11
Properties=species:S:1:pos:R:3 method="wB97M-V/def2-TZVPD" spin_multiplicity=6 s2=9.041 lumo_energy_ev="-0.49 / -0.55" mol_weight_g_mol=131.000 energy_ev=-35889.6168
Cr -1.542 -0.285 2.540
O -1.296 -1.969 -0.308
O -1.105 0.222 -0.111
C 1.198 0.841 -0.009
C 0.157 0.321 -0.791
C -1.520 -0.954 0.400
Li 0.401 -1.913 -1.394
H 2.210 0.678 -0.397
H 0.289 0.591 1.751
H 0.002 0.544 -1.853
H 1.206 1.924 0.172

11
Properties=species:S:1:pos:R:3 method="wB97M-V/def2-TZVPD" spin_multiplicity=2 s2=0.755 lumo_energy_ev="-3.56 / -3.73" mol_weight_g_mol=223.966 total_charge=+1 de_lowest_kcal_mol=5.6 energy_ev=-10525.0363
Cs 1.945 3.600 -0.541
F 1.582 0.309 2.711
O -0.261 0.895 -2.143
O 1.117 -0.916 1.011
C -1.117 0.126 -1.685
C 1.608 0.211 1.394
C -0.207 -1.225 0.779
H -0.942 -0.585 1.261
H -1.486 -0.681 -2.349
H -1.895 0.551 -1.021
H -0.344 -2.285 0.583

10
Properties=species:S:1:pos:R:3 method="wB97M-V/def2-TZVPD" spin_multiplicity=3 s2=2.007 lumo_energy_ev="-5.26 / -5.61" mol_weight_g_mol=135.609 total_charge=+1 energy_ev=-51897.0907
Cu -3.034 0.489 1.712
O -1.565 0.121 0.696
O 1.022 -1.626 -0.102
C 1.169 -0.321 -0.105
C 0.365 0.411 -1.020
C -0.381 0.431 0.623
H 0.033 1.160 1.344
H 0.675 1.468 -1.060
H 1.876 -2.060 -0.239
H -0.160 -0.073 -1.850

11
Properties=species:S:1:pos:R:3 method="wB97M-V/def2-TZVPD" smiles="[H]/N=C(/C)C(F)(F)I" lumo_energy_ev=-0.08 mol_weight_g_mol=218.972 de_lowest_kcal_mol=11.2 energy_ev=-18200.6758
I -0.987 2.498 -0.328
F -1.760 -0.226 -0.582
F -0.489 0.264 -2.235
N 1.711 0.026 -0.310
C 0.470 -0.074 -0.042
C -0.664 0.451 -0.955
C 0.028 -0.709 1.163
H -0.434 -1.693 1.070
H 1.804 0.597 -1.147
H 1.023 -0.945 1.615
H -0.702 -0.189 1.750